DFT (wB97M-V/def2-TZVPD) results for 4 unconnected molecules or ions with the total composition C2H14N2O3 at a distorted geometry.

XYZ file:
```
21
Properties=species:S:1:pos:R:3:mulliken_charge:R:1
O -1.59080 -1.57913 1.74733 -1.33
O 0.04564 -2.05618 -0.58300 -0.18
O -2.66740 1.28436 0.75171 -0.80
N 1.44740 0.19763 -0.45958 0.24
N -0.48577 0.77710 -1.76599 -0.97
C 0.41363 1.17894 -0.71429 -0.75
C 2.26095 0.48296 0.70750 -1.90
H 0.87110 2.15140 -0.95715 0.32
H 1.56214 0.69339 1.51433 0.28
H -0.10389 1.32390 0.24271 0.20
H -1.94003 -2.41706 2.07296 0.51
H 0.35701 -2.66917 -1.27251 0.09
H 2.89174 -0.35884 0.97887 0.67
H -1.28762 1.38700 -1.80766 0.29
H 0.79158 -1.41082 -0.46116 0.22
H 2.03279 0.09015 -1.26077 0.40
H -2.43183 0.36430 0.95321 0.35
H -0.87882 -1.82677 1.13058 0.23
H -3.45817 1.22027 0.20938 0.39
H -0.73848 -0.19096 -1.62364 0.40
H 2.90883 1.35753 0.59717 0.36
```

2S+1 = 2
net charge = -1
M = 114.14 g mol⁻¹
strongest force on any atom = 1.04 eV Å⁻¹
relative energy (zero: lowest compared OMol25 entry of this formula, charge and spin) = 2.0 kcal/mol

DFT (wB97M-V/def2-TZVPD) results for 4 unconnected molecules or ions with the total composition C2H14N2O3 at a distorted geometry.

XYZ file:
```
21
Properties=species:S:1:pos:R:3:mulliken_charge:R:1
O 2.47207 -1.64947 0.69734 -0.68
O 2.18839 1.77721 0.59170 -0.66
O 0.13897 1.68699 -1.52999 -0.72
N -1.57893 0.03368 -0.03593 -0.36
N -0.45480 -1.54850 -1.53709 -0.61
C -1.75368 0.37503 1.32747 -0.99
C -0.88165 -1.27400 -0.15470 -0.48
H -1.56353 -2.04933 0.22711 0.42
H 1.73790 1.58068 -0.27177 0.37
H -0.35856 1.22045 -0.81144 0.52
H -2.35464 -0.03259 -0.58760 0.14
H 0.01897 -1.25312 0.54107 0.27
H -2.49438 -0.12297 1.81580 0.45
H 0.04729 2.56907 -1.27300 0.29
H 2.86260 -1.80829 -0.22153 0.32
H -0.06860 -2.49715 -1.55514 0.25
H 2.34741 2.73018 0.50646 0.29
H 0.24010 -0.79972 -1.84597 0.25
H -2.25432 1.37387 1.43722 0.30
H -0.77738 0.30125 1.90219 0.30
H 2.48677 -0.61327 0.77782 0.33
```

SMILES = CNCN.O.O.O
M = 114.14 g mol⁻¹
strongest force on any atom = 4.31 eV Å⁻¹
relative energy (zero: lowest compared OMol25 entry of this formula, charge and spin) = 33.2 kcal/mol

DFT (wB97M-V/def2-TZVPD) results for 5 unconnected molecules or ions with the total composition C2H14N2O4 at a distorted geometry.

XYZ file:
```
22
Properties=species:S:1:pos:R:3:mulliken_charge:R:1
O -1.62620 -2.23394 2.15503 -0.73
O -2.58964 -0.27201 -0.17133 -0.70
O -1.23055 0.86239 -2.52628 -0.76
O 0.75554 -1.10675 2.10726 -0.74
N 0.88956 0.05342 -0.58821 -0.42
N 1.66346 2.20510 0.36652 -0.55
C 0.70952 1.13417 0.16747 -0.46
C 1.94317 -0.18022 -1.57140 -1.09
H -0.76433 0.63122 -1.68402 0.27
H 1.49241 -0.94704 -2.20284 0.32
H 2.38568 2.25427 -0.33454 0.20
H 2.91381 -0.48744 -1.15633 0.22
H -2.44952 0.17821 -1.02018 0.34
H -0.19175 1.12745 0.78455 0.58
H 1.31714 -1.88552 2.19785 0.30
H 1.32328 -0.45505 1.65346 0.34
H -1.88094 -0.93660 -0.14493 0.35
H -0.84004 -1.69196 1.89135 0.40
H 1.23133 3.09844 0.54166 0.18
H -1.49225 0.01938 -2.92537 0.32
H 2.00479 0.72666 -2.19313 0.29
H -2.31321 -1.58585 2.22960 0.33
```

2S+1 = 2
net charge = -1
M = 130.14 g mol⁻¹
strongest force on any atom = 2.69 eV Å⁻¹
relative energy (zero: lowest compared OMol25 entry of this formula, charge and spin) = 17.4 kcal/mol

DFT (wB97M-V/def2-TZVPD) results for a molecular structure, C2H14N2O4 at a distorted geometry.

XYZ file:
```
22
Properties=species:S:1:pos:R:3:mulliken_charge:R:1
O -1.72890 -0.80396 -1.74050 -0.63
O 0.70050 -2.12261 -0.03860 -0.85
O 2.56426 -0.57467 -0.10337 -0.80
O 0.59317 0.50071 -1.49380 -0.79
N -0.81644 1.95965 -0.05360 -0.28
N -0.81007 -0.04107 1.07193 -0.04
C 0.44837 0.31679 1.72484 -0.75
C -1.63864 1.11782 0.69482 -0.34
H -1.82765 -1.28365 -2.55488 0.31
H 0.90896 1.21931 1.28450 0.33
H 0.96827 -2.89063 -0.49553 0.24
H -2.47461 0.70080 0.15131 0.33
H -2.05349 1.63956 1.58209 0.41
H 1.31732 0.09968 -1.03266 0.46
H -0.75911 -0.80216 -1.67368 0.41
H 0.27112 0.40811 2.81588 0.33
H -0.63550 -0.70210 0.25213 0.21
H 1.15176 -0.53396 1.54595 0.30
H 3.39938 -0.66555 -0.56680 0.15
H -0.15261 0.92317 -1.03442 0.35
H 1.74063 -1.44407 -0.24562 0.40
H -1.16672 2.97882 -0.08998 0.25
```

M = 130.14 g mol⁻¹
strongest force on any atom = 3.37 eV Å⁻¹
relative energy (zero: lowest compared OMol25 entry of this formula, charge and spin) = 191.1 kcal/mol

DFT (wB97M-V/def2-TZVPD) results for a molecular structure, C2H14N9O2P2 at a distorted geometry.

XYZ file:
```
29
Properties=species:S:1:pos:R:3:mulliken_charge:R:1
P 0.46009 -0.53112 0.09795 0.49
P 3.15576 0.44186 -0.05212 0.72
O 1.57258 0.39851 -0.54222 -0.23
O 3.27408 -0.23086 1.23240 -0.74
N 3.87878 -0.21593 -1.38129 -0.50
N 0.75740 -1.95044 -0.47410 -0.39
N -1.38056 1.30479 -0.18507 -0.89
N 0.50759 -0.54607 1.70342 -0.56
N -3.48638 2.15467 0.45216 -0.38
N -3.19013 -0.03346 -0.38182 -0.38
N -0.97321 0.10090 -0.67884 0.71
N -1.97906 -2.06009 -0.15626 -0.70
N 3.48165 2.07553 -0.08878 -0.60
C -2.65159 1.25555 -0.05876 0.34
C -2.11326 -0.80214 -0.92206 -0.19
H -4.07559 -0.14218 -0.92908 0.32
H 0.15187 -2.69221 -0.03574 0.33
H -2.19209 -0.96670 -1.99247 0.44
H -2.82972 -2.67851 -0.31339 0.31
H 4.87046 -0.62363 -1.49953 0.31
H 1.55973 -0.58120 1.95235 0.39
H -3.10604 3.00104 0.73450 0.24
H 3.08124 2.53926 -0.98404 0.31
H 3.90942 0.65464 -1.96511 0.27
H -2.09431 -1.77179 0.78528 0.25
H -4.37994 2.22934 0.02720 0.23
H 0.78778 -2.01585 -1.51396 0.29
H 0.10870 0.15406 2.31130 0.31
H 3.16402 2.59657 0.70132 0.28
```

net charge = +1
M = 258.14 g mol⁻¹
strongest force on any atom = 4.12 eV Å⁻¹
relative energy (zero: lowest compared OMol25 entry of this formula, charge and spin) = 5.7 kcal/mol

DFT (wB97M-V/def2-TZVPD) results for 4 unconnected molecules or ions with the total composition C2H14NO3 at a distorted geometry.

XYZ file:
```
20
Properties=species:S:1:pos:R:3:mulliken_charge:R:1
O -0.36677 2.43571 -6.07889 -0.64
O 0.41937 1.87756 -3.20423 -0.63
O -0.89943 -0.11741 -0.18297 -0.64
N 0.61418 -0.99136 2.42493 -0.08
C -0.43703 -0.47120 3.32377 -0.83
C 0.64600 -2.48535 2.38222 -0.91
H -0.75985 -0.18108 -1.13214 0.32
H -0.28378 -2.95881 2.09663 0.36
H 0.02207 1.99980 -6.84660 0.32
H 0.30831 2.42538 -2.42281 0.31
H 0.46201 2.47985 -3.95602 0.33
H 0.60033 -0.52426 1.51232 0.31
H 0.99413 -2.83238 3.35051 0.39
H -0.61678 3.28881 -6.45439 0.32
H -0.16651 0.50107 3.73007 0.38
H 1.51879 -0.80622 2.84497 0.38
H -1.41386 0.65831 0.05432 0.32
H -1.36785 -0.35260 2.77329 0.31
H -0.64204 -1.14482 4.15098 0.34
H 1.36869 -2.80101 1.63401 0.35
```

net charge = +1
M = 100.14 g mol⁻¹
strongest force on any atom = 1.23 eV Å⁻¹
relative energy (zero: lowest compared OMol25 entry of this formula, charge and spin) = 27.8 kcal/mol

Q: What is the formula in the fourth record?
A: C2H14N2O4